Arrangement one

DFT (ωB97M-V/def2-TZVPD) results for a molecular structure, C4H5NO2.

ORCA input file:
```
! RIJCOSX wB97M-V def2-TZVPD def2/J DEFGRID3
* xyz 0 1
O -0.38686 -2.76065 0.03718
C 0.21285 -1.75014 -0.21741
C -0.46173 -0.33165 -0.36901
C -0.07677 0.13163 0.97915
N -0.04378 1.97925 0.70655
C 0.16705 2.01928 -0.50435
O 0.17076 0.44508 -1.29854
H 1.30050 -1.70690 -0.43297
H -1.54723 -0.48773 -0.50399
H -0.69541 -0.27427 1.79609
H 0.99436 0.07211 1.16866
H 0.36625 2.66398 -1.36135
*
```

Output
Kohn-Sham gap = 10.292 eV
HOMO = -10.03 eV

=====

Arrangement two

DFT (ωB97M-V/def2-TZVPD) results for C4H5NO2 in the gas phase.

ORCA input file:
```
! RIJCOSX wB97M-V def2-TZVPD def2/J DEFGRID3
* xyz 0 1
O 0.43144 1.65708 1.26330
C -0.61994 1.12560 0.99755
C -0.73979 -0.28554 0.50592
C -0.68570 -0.53239 -0.97385
N 0.38600 -0.94289 -0.10973
C 1.65781 -0.37044 -0.25110
O 2.11419 -0.03715 -1.31658
H -1.58976 1.65731 1.10527
H -1.39309 -0.91600 1.11222
H -0.48426 0.30905 -1.63522
H -1.29570 -1.32776 -1.39152
H 2.21879 -0.33686 0.69374
*
```

Output
Kohn-Sham gap = 10.560 eV
HOMO = -9.99 eV
SMILES = O=C[C@H]1CN1C=O

=====

Arrangement three

DFT (ωB97M-V/def2-TZVPD) results for C4H5NO2 in the gas phase.

ORCA input file:
```
! RIJCOSX wB97M-V def2-TZVPD def2/J DEFGRID3
* xyz 0 1
O -0.25629 -2.60386 0.15165
C -0.52431 -1.95279 -0.82596
C -0.59622 -0.43090 -0.83327
O -0.94489 0.16942 -1.82430
N -0.35903 0.15818 0.39277
C 0.01393 1.51027 0.47424
C 0.91232 0.37015 1.00678
H -0.77134 -2.38647 -1.81227
H -0.39218 2.18270 1.20998
H 0.28735 1.92435 -0.50727
H 1.71450 0.86953 0.49297
H 0.91614 0.18941 2.07468
*
```

Output
Kohn-Sham gap = 9.622 eV
HOMO = -10.00 eV
SMILES = O=CC(=O)N1CC1

=====

Arrangement four

DFT (ωB97M-V/def2-TZVPD) results for C4H5NO2 in the gas phase.

ORCA input file:
```
! RIJCOSX wB97M-V def2-TZVPD def2/J DEFGRID3
* xyz 0 1
C 1.69910 -0.46831 0.02607
N 1.63800 0.74485 0.30278
O 0.25544 1.20212 -0.28153
C -0.49037 -0.09606 -0.08123
C -1.61438 -0.14029 0.96484
C -1.73908 0.01032 -0.65655
O 0.53666 -1.17255 -0.28682
H 2.54631 -1.01637 0.26370
H -1.37872 -1.16448 1.47616
H -2.04303 0.75182 1.34011
H -1.98509 1.07938 -0.86036
H -2.07382 -0.93483 -1.31110
*
```

Output
Kohn-Sham gap = 10.475 eV
HOMO = -9.58 eV
SMILES = C1=NOC2(CC2)O1

=====

Verdict on stability: arrangement four comes out at the bottom.

=====

Arrangement one

DFT (ωB97M-V/def2-TZVPD) results for a molecular structure, C4H5NO2.

ORCA input file:
```
! RIJCOSX wB97M-V def2-TZVPD def2/J DEFGRID3
* xyz 0 1
O -1.51846 0.29132 1.18078
C -1.19044 -0.37881 0.14844
C -0.22229 0.34941 -0.82124
C 0.67734 1.01838 0.20958
N 1.35641 -0.03523 0.71856
C 0.98185 -1.08726 -0.00527
O 0.51621 -0.75778 -1.28491
H -1.79495 -1.24698 -0.10566
H -0.66355 0.94021 -1.62575
H 1.06232 2.03051 0.26134
H -0.64527 0.93927 1.22461
H 1.44084 -2.06304 0.09953
*
```

Output
Kohn-Sham gap (alpha / beta) = 7.856 / 7.857 eV
HOMO (alpha / beta) = -8.01 / -8.01 eV

=====

Arrangement two

DFT (ωB97M-V/def2-TZVPD) results for C4H5NO2 in the gas phase.

ORCA input file:
```
! RIJCOSX wB97M-V def2-TZVPD def2/J DEFGRID3
* xyz 0 1
O 2.34267 0.90100 -1.15266
C 1.14207 0.86910 -1.04716
C 0.42311 -0.26613 -0.36407
C 0.07320 0.08630 1.09614
N -1.25818 -0.49958 1.29086
C -1.68640 -0.73178 0.12429
O -0.87066 -0.50073 -0.94277
H 0.49212 1.70666 -1.37566
H 1.01977 -1.18132 -0.44415
H 0.81784 -0.28658 1.80120
H -0.01391 1.17308 1.23605
H -2.67371 -1.10323 -0.13261
*
```

Output
Kohn-Sham gap = 10.994 eV
HOMO = -10.18 eV
SMILES = O=C[C@H]1CN=CO1

=====

Arrangement three

DFT (ωB97M-V/def2-TZVPD) results for a molecular structure, C4H5NO2.

ORCA input file:
```
! RIJCOSX wB97M-V def2-TZVPD def2/J DEFGRID3
* xyz 0 1
O -1.72101 0.59751 0.53078
C -1.51510 -0.71120 -0.10947
C -0.06727 -0.04542 -0.14952
N 0.26418 0.76878 -1.14742
O 1.65047 0.90579 -1.06596
C 2.07406 0.28128 0.03438
C 1.03764 -0.23002 0.73959
H -1.79321 1.24142 -0.18063
H -2.04679 -1.42931 0.58143
H -2.07002 -0.82033 -1.06631
H 3.14511 0.19178 0.15096
H 1.04195 -0.75026 1.68216
*
```

Output
Kohn-Sham gap = 9.765 eV
HOMO = -8.82 eV

=====

Arrangement four

DFT (ωB97M-V/def2-TZVPD) results for C4H5NO2 in the gas phase.

ORCA input file:
```
! RIJCOSX wB97M-V def2-TZVPD def2/J DEFGRID3
* xyz 0 1
O 0.79731 2.33126 0.37330
C 0.44475 1.17402 0.27814
N 1.19438 0.10358 -0.12260
C 0.45771 -1.10859 -0.45026
C -0.97309 -0.74372 -0.09271
O -1.13970 -0.45804 1.26953
C -0.93258 0.68903 0.51801
H 2.19637 0.17690 -0.11810
H 0.84253 -1.97071 0.11720
H 0.53156 -1.35593 -1.51527
H -1.64516 -0.22974 -0.77653
H -1.77408 1.39194 0.51930
*
```

Output
Kohn-Sham gap = 10.583 eV
HOMO = -9.71 eV
SMILES = O=C1NC[C@H]2O[C@@H]12

=====

Verdict on stability: arrangement one comes out at the bottom.

=====

Arrangement one

DFT (ωB97M-V/def2-TZVPD) results for a molecular structure, C4H5NO2.

ORCA input file:
```
! RIJCOSX wB97M-V def2-TZVPD def2/J DEFGRID3
* xyz 0 1
C 0.22664 -0.08114 -0.43644
C 1.21990 0.97401 -0.80312
C -1.93540 -0.36489 0.28750
O -1.06844 0.38467 -0.35602
C 0.18537 -1.07780 1.25125
O -1.45128 -1.34053 0.98438
N 0.92641 -1.34855 2.09719
H 0.27389 -1.03992 -0.94920
H -2.81404 0.18576 0.61722
H 1.08138 1.30942 -1.83463
H 1.12890 1.83204 -0.13934
H 2.22666 0.56692 -0.71878
*
```

Output
Kohn-Sham gap (alpha / beta) = 8.274 / 8.274 eV
HOMO (alpha / beta) = -8.70 / -8.70 eV

=====

Arrangement two

DFT (ωB97M-V/def2-TZVPD) results for 2 unconnected molecules or ions with the total composition C4H5NO2.

ORCA input file:
```
! RIJCOSX wB97M-V def2-TZVPD def2/J DEFGRID3
* xyz 0 1
H -2.47207 -0.48825 0.86491
N -1.81683 -0.30019 0.11114
C -0.74471 -0.95361 0.11954
C 0.24105 -0.66380 -1.01913
O 1.14275 -1.42283 -1.26389
O -0.22445 0.25234 -1.86442
H -0.44238 -1.74509 0.80700
H -1.07562 0.57790 -1.51159
C 1.68865 1.12131 0.43954
C 0.95196 1.21028 1.38825
H 2.47007 1.02423 -0.25778
H 0.28160 1.38772 2.18644
*
```

Output
Kohn-Sham gap = 10.635 eV
HOMO = -10.38 eV
SMILES = [H]/N=C/C(=O)O.C#C

=====

Arrangement three

DFT (ωB97M-V/def2-TZVPD) results for C4H5NO2 in the gas phase.

ORCA input file:
```
! RIJCOSX wB97M-V def2-TZVPD def2/J DEFGRID3
* xyz 0 1
C 1.26647 0.73115 -1.54344
O 0.20909 -0.18136 -1.22246
C -0.15931 -0.19711 0.05001
N 0.35747 0.52033 0.97692
O -0.41866 0.12398 2.18427
C -1.30771 -0.79814 1.99620
C -1.24731 -1.08248 0.54191
H 0.96903 1.75472 -1.29784
H 2.16862 0.47659 -0.97986
H 1.43548 0.62354 -2.61493
H -2.27322 -0.75613 0.30513
H -1.20874 -2.12480 0.25559
*
```

Output
Kohn-Sham gap = 9.828 eV
HOMO = -9.08 eV

=====

Verdict on stability: arrangement one comes out at the bottom.

=====

Arrangement one

DFT (ωB97M-V/def2-TZVPD) results for a molecular structure, C4H5NO2.

ORCA input file:
```
! RIJCOSX wB97M-V def2-TZVPD def2/J DEFGRID3
* xyz 0 1
C 1.46658 -0.82779 -0.04524
C 1.24120 0.56221 -0.12193
C 0.24049 -1.47684 -0.06523
C -0.11010 0.71567 -0.22690
N -0.68070 -0.47842 -0.28381
O -0.89074 1.83620 -0.03463
O -2.36213 -0.63176 0.01541
H 2.36696 -1.42514 0.14675
H 1.81541 1.50606 -0.10186
H -0.16088 -2.52819 0.09752
H -0.36530 2.47427 0.41217
H -2.56081 0.27375 0.20776
*
```

Output
Kohn-Sham gap = 7.999 eV
HOMO = -8.20 eV

=====

Arrangement two

DFT (ωB97M-V/def2-TZVPD) results for C4H5NO2 in the gas phase.

ORCA input file:
```
! RIJCOSX wB97M-V def2-TZVPD def2/J DEFGRID3
* xyz 0 1
C -0.36921 -2.07179 -0.51038
O -0.35017 -0.74759 -1.03231
C -0.19674 0.23818 -0.14137
C 0.53603 1.42839 -0.41493
C 0.46392 2.08665 0.76251
O -0.24693 1.38625 1.65606
N -0.66755 0.20329 1.07875
H 0.42019 -2.19171 0.23844
H -1.33479 -2.31702 -0.06104
H -0.17457 -2.72466 -1.36260
H 1.03729 1.69319 -1.33240
H 0.88253 3.01682 1.11927
*
```

Output
Kohn-Sham gap = 10.810 eV
HOMO = -9.81 eV
SMILES = COc1ccon1

=====

Verdict on stability: arrangement one comes out at the bottom.

=====

Arrangement one

DFT (ωB97M-V/def2-TZVPD) results for 3 unconnected molecules or ions with the total composition C4H5NO2.

ORCA input file:
```
! RIJCOSX wB97M-V def2-TZVPD def2/J DEFGRID3
* xyz 0 1
O -0.10574 -0.07164 2.57926
C -0.27607 0.00429 1.39954
N -0.83098 0.88382 0.51955
C 0.21961 1.07972 -0.52466
C 0.62641 -0.35938 -0.85695
O 1.49497 -1.15381 0.03761
C 0.19306 -1.09349 0.31194
H -1.58519 -0.45313 -0.04430
H 1.02635 1.72859 -0.16437
H -0.23247 1.53920 -1.40593
H 0.56526 -0.77774 -1.85619
H -1.30387 -1.35659 -0.07980
*
```

Output
Kohn-Sham gap (alpha / beta) = 8.179 / 8.174 eV
HOMO (alpha / beta) = -9.70 / -9.70 eV

=====

Arrangement two

DFT (ωB97M-V/def2-TZVPD) results for C4H5NO2 in the gas phase.

ORCA input file:
```
! RIJCOSX wB97M-V def2-TZVPD def2/J DEFGRID3
* xyz 0 1
C 1.48559 -1.17249 -0.63955
N 0.94322 -0.22439 0.00170
C 0.01624 -0.54587 1.00763
C -1.14946 0.10171 1.02396
O -1.46329 1.18437 0.25642
C -0.66488 1.62617 -0.78905
O -0.68174 1.16130 -1.88477
H 2.08947 -0.92214 -1.51325
H 1.30883 -2.23020 -0.39107
H 0.21765 -1.35409 1.70740
H -1.96165 -0.16397 1.68958
H -0.13999 2.53961 -0.46901
*
```

Output
Kohn-Sham gap = 9.676 eV
HOMO = -8.90 eV
SMILES = C=N/C=C\OC=O

=====

Arrangement three

DFT (ωB97M-V/def2-TZVPD) results for C4H5NO2 in the gas phase.

ORCA input file:
```
! RIJCOSX wB97M-V def2-TZVPD def2/J DEFGRID3
* xyz 0 1
C 1.65763 0.78186 -0.51025
C 0.70063 0.31336 0.54771
O 1.12438 0.38736 1.86494
C -0.38889 -0.38043 0.34614
N -1.33757 -1.16311 0.28374
C -2.38101 -1.05285 -0.61332
O -2.23330 -0.48329 -1.67111
H 1.18785 0.82824 -1.49769
H 2.05917 1.77513 -0.27462
H 2.49855 0.08382 -0.56053
H 0.37079 0.56478 2.43805
H -3.25823 -1.65487 -0.35307
*
```

Output
Kohn-Sham gap = 8.411 eV
HOMO = -8.45 eV
SMILES = CC(O)=C=NC=O

=====

Verdict on stability: arrangement one comes out at the bottom.

=====

Arrangement one

DFT (ωB97M-V/def2-TZVPD) results for C9H18N2O in the gas phase.

ORCA input file:
```
! RIJCOSX wB97M-V def2-TZVPD def2/J DEFGRID3
* xyz 0 1
C 3.13620 -0.04493 -0.91304
N 2.50006 0.34591 0.35383
C 1.56107 1.44924 0.27345
C 0.41393 0.93486 -0.61834
C -0.29062 -0.27545 0.03104
C 0.77576 -1.30809 0.29534
C 1.85033 -0.73557 1.14446
C -1.39910 0.15844 1.05383
C -2.76827 0.00022 0.39683
N -3.31697 1.25772 -0.05965
C -2.33485 -1.20393 -0.48045
O -1.17394 -0.78730 -1.03473
H 2.51728 -0.56456 -1.66374
H 3.49670 0.92648 -1.28226
H 4.15201 -0.61366 -0.82684
H 1.18819 1.93202 1.23897
H 1.95109 2.37070 -0.33508
H -0.33308 1.69839 -0.99578
H 0.68219 0.32903 -1.51662
H 0.32432 -2.20077 0.58581
H 1.26935 -1.57114 -0.63146
H 1.33433 -0.21587 1.89125
H 2.72200 -1.46004 1.34852
H -1.31243 1.18256 1.26345
H -1.36078 -0.46424 1.94148
H -3.61945 -0.22361 1.08316
H -2.64383 1.46341 -0.85742
H -4.17134 1.09199 -0.58150
H -2.16359 -2.03680 0.16767
H -2.98658 -1.43499 -1.27219
*
```

Output
Kohn-Sham gap = 9.191 eV
HOMO = -8.31 eV
SMILES = CN1CCC2(CC1)C[C@@H](N)CO2

=====

Arrangement two

DFT (ωB97M-V/def2-TZVPD) results for 2 unconnected molecules or ions with the total composition C9H18N2O.

ORCA input file:
```
! RIJCOSX wB97M-V def2-TZVPD def2/J DEFGRID3
* xyz 0 1
H -4.89360 -1.23263 -1.37744
N -4.74462 -1.60927 -0.43130
C -4.49926 -0.63344 0.37989
N -4.27667 -0.86031 1.70132
C -4.44908 0.77972 -0.14380
C -3.06236 1.41523 0.03725
C -1.98471 0.80565 -0.87116
H -4.41267 -1.78357 2.10495
H -3.98338 -0.14160 2.35249
H -4.71617 0.77704 -1.21012
H -5.22889 1.33575 0.38127
H -3.14109 2.50006 -0.15273
H -2.76249 1.34293 1.08768
H -1.67065 -0.19020 -0.52869
H -1.09644 1.45590 -0.90045
H -2.33582 0.72643 -1.91609
C 5.77203 -0.82756 0.75960
C 4.53092 0.03752 0.80892
C 3.54026 -0.03282 -0.09812
C 3.50912 -1.13000 -1.12083
C 2.47630 0.99091 -0.13533
O 2.33523 1.91746 0.65029
H 6.33800 -0.71932 1.69720
H 6.42851 -0.54880 -0.10815
H 5.56050 -1.89006 0.55767
H 4.48435 0.82354 1.55940
H 3.17037 -2.05084 -0.65536
H 4.50966 -1.30185 -1.51615
H 2.83437 -0.84710 -1.93642
H 1.76830 0.89121 -0.97581
*
```

Output
Kohn-Sham gap = 9.138 eV
HOMO = -8.94 eV
SMILES = [H]/N=C(/N)CCC.C/C=C(\C)C=O

=====

Verdict on stability: arrangement one comes out at the bottom.